# 1
{"formula": "C13H17ClMnO6S4", "method": "wB97M-V/def2-TZVPD", "orbital_gap_ev": [7.9, 8.5], "homo_ev": [-8.12, -8.34], "total_charge": 0, "lumo_energy_ev": [-0.20, 0.11], "energy_ha": -4160.65988, "spin_multiplicity": 2, "de_lowest_kcal_mol": 19.8, "species": ["Mn", "C", "C", "S", "C", "C", "S", "C", "C", "S", "H", "H", "H", "H", "H", "H", "H", "H", "H", "H", "H", "H", "O", "C", "O", "C", "C", "C", "C", "S", "C", "C", "H", "H", "H", "H", "H", "O", "Cl", "O", "O", "O"], "positions_angstrom": [[0.5309, -0.4064, -0.9265], [2.6495, 2.8913, 1.2174], [3.6651, 2.0545, 0.4441], [3.0611, 0.6130, -0.5080], [3.2807, 1.1530, -2.2193], [2.3163, 2.2286, -2.6673], [0.5678, 1.7057, -2.5992], [-0.1329, 3.0851, -1.6331], [0.2563, 3.1116, -0.1602], [1.7282, 4.1071, 0.2352], [3.1881, 3.4744, 1.9654], [1.9320, 2.2631, 1.7455], [4.3788, 1.6248, 1.1481], [4.2179, 2.6769, -0.2599], [3.1533, 0.2466, -2.8012], [4.3119, 1.4872, -2.3378], [2.5286, 2.4956, -3.7037], [2.4045, 3.1182, -2.0489], [-1.2110, 2.9644, -1.7316], [0.1566, 4.0002, -2.1516], [0.4976, 2.1113, 0.1693], [-0.5762, 3.4652, 0.4447], [-5.0747, -4.2763, 3.5728], [-4.5113, -4.3171, 2.3418], [-4.7468, -5.2407, 1.6156], [-3.6239, -3.1751, 1.9628], [-3.0610, -2.3006, 2.8871], [-2.2449, -1.2615, 2.4691], [-1.9782, -1.0738, 1.1133], [-0.9963, 0.3173, 0.6231], [-2.5344, -1.9603, 0.1900], [-3.3386, -3.0024, 0.6144], [-4.8889, -3.4322, 4.0032], [-3.2110, -2.4372, 3.9534], [-1.8017, -0.5870, 3.1907], [-2.3293, -1.8264, -0.8610], [-3.7701, -3.6960, -0.0957], [-0.3145, -2.0382, -2.1286], [1.0538, -2.5021, -1.8636], [1.2293, -2.4020, -0.4068], [1.3135, -3.7896, -2.3681], [1.9236, -1.4708, -2.4349]], "forces_ev_per_a": [[0.668, 1.138, -0.311], [0.041, 0.077, -0.165], [-0.080, -0.103, 0.049], [-0.371, -0.096, 0.082], [0.003, 0.016, 0.199], [-0.090, -0.039, -0.213], [-0.138, -0.334, 0.671], [0.031, -0.082, -0.078], [0.060, 0.171, -0.111], [-0.008, -0.069, 0.058], [0.024, -0.039, 0.019], [0.045, 0.001, 0.057], [0.020, 0.039, -0.002], [0.041, 0.004, 0.047], [0.113, -0.006, -0.093], [-0.001, 0.035, -0.018], [-0.003, 0.016, 0.017], [0.051, 0.021, -0.025], [0.000, -0.021, -0.005], [-0.107, 0.030, 0.012], [-0.080, -0.056, 0.090], [-0.030, 0.031, -0.047], [0.011, 0.083, 0.075], [-0.004, 0.006, -0.012], [0.011, -0.005, -0.010], [-0.002, -0.034, 0.099], [0.050, 0.054, 0.046], [-0.019, -0.016, -0.023], [0.028, -0.055, -0.003], [0.218, -0.331, -0.312], [0.003, 0.028, 0.078], [0.004, 0.017, -0.139], [-0.004, -0.074, -0.071], [-0.005, 0.027, -0.017], [-0.013, -0.037, 0.013], [-0.053, -0.008, -0.037], [0.024, 0.015, 0.002], [0.060, 0.100, 0.128], [0.025, -1.051, -0.250], [-0.249, 0.193, -0.112], [-0.045, 0.315, 0.108], [-0.229, 0.040, 0.204]], "mulliken_charge": [0.33, -0.68, -0.72, 0.05, -0.86, -0.43, -0.11, -0.74, 0.06, -0.17, 0.44, 0.30, 0.49, 0.35, 0.40, 0.54, 0.47, 0.16, 0.41, 0.50, -0.62, 0.59, -0.47, 0.67, -0.55, 0.74, -0.81, -1.02, 0.85, -0.41, -0.26, -0.71, 0.30, 0.25, 0.41, 0.34, 0.43, -0.60, 1.98, -0.63, -0.60, -0.65]}

# 2
{"formula": "C13H17F3N2", "method": "wB97M-V/def2-TZVPD", "orbital_gap_ev": 9.6, "homo_ev": -8.81, "smiles": "FC(F)(F)c1ccccc1CCN1CCNCC1", "total_charge": 0, "lumo_energy_ev": 0.83, "energy_ha": -914.41350, "species": ["F", "C", "F", "F", "C", "C", "C", "C", "C", "C", "C", "C", "N", "C", "C", "N", "C", "C", "H", "H", "H", "H", "H", "H", "H", "H", "H", "H", "H", "H", "H", "H", "H", "H", "H"], "positions_angstrom": [[5.3682, 0.5497, -0.0776], [4.1749, 0.8633, -0.0476], [3.9313, 1.8361, -1.0685], [3.9843, 1.5518, 1.0735], [3.1339, -0.4985, -0.2204], [3.6269, -1.6753, -0.0482], [2.7910, -2.8396, 0.0331], [1.4820, -2.5471, -0.2652], [0.8823, -1.2834, -0.2083], [1.7585, -0.2060, -0.0741], [1.0042, 1.3919, -0.0205], [-0.1626, 1.3444, 0.8922], [-1.3496, 0.5684, 0.1576], [-2.3912, 0.1856, 1.4181], [-3.3875, -0.7807, 0.7000], [-4.0964, 0.1173, -0.3072], [-3.1193, 0.5812, -1.2859], [-2.0370, 1.3624, -0.8413], [4.7232, -1.7547, -0.0947], [3.3089, -3.8200, -0.1777], [0.9003, -3.4015, -0.1547], [-0.1676, -1.2103, -0.2489], [1.6515, 2.0466, 0.2212], [0.8185, 1.2813, -1.1766], [0.0879, 0.7349, 1.8781], [-0.3959, 2.4276, 1.0140], [-1.7890, -0.2076, 2.0384], [-2.8553, 1.0729, 1.8678], [-4.0867, -0.8615, 1.3885], [-2.9639, -1.7312, 0.2481], [-4.7261, -0.2359, -0.8664], [-3.6534, 1.1731, -2.0011], [-2.6286, -0.1797, -2.1181], [-1.3740, 1.7445, -1.3507], [-2.4437, 2.3999, -0.2769]], "forces_ev_per_a": [[4.727, -1.475, -0.627], [-6.006, -0.058, -1.846], [0.210, -1.561, 0.996], [-0.750, 0.027, 0.802], [-0.780, 8.219, 1.692], [2.790, -5.063, 0.043], [2.164, 1.487, -2.438], [0.127, -0.742, 1.911], [2.526, -0.083, 0.132], [-1.954, 2.093, -0.649], [-1.843, -9.378, -4.355], [-1.869, -1.555, -0.675], [0.315, 0.881, 5.271], [-1.996, 2.407, -8.544], [1.899, 2.402, -2.879], [6.701, 1.886, 2.944], [-1.268, -1.824, -4.801], [-4.554, 0.727, 10.309], [-0.454, -0.297, 0.292], [-1.094, 0.943, 0.935], [-1.701, -1.338, -0.662], [-0.859, 0.382, 0.009], [4.705, 4.696, 1.367], [-0.244, 1.349, 2.218], [-0.592, 1.643, -1.951], [-0.546, -0.717, 0.769], [4.117, -3.352, 4.608], [-0.162, -0.121, -0.528], [-3.475, -1.821, 3.271], [-0.307, 1.177, 0.797], [-4.559, -3.177, -2.656], [-0.763, 0.623, -0.394], [-1.143, 0.556, 2.331], [6.237, 3.192, -6.592], [0.402, -2.126, -1.099]], "mulliken_charge": [-0.25, 0.73, -0.30, -0.25, -0.34, -0.03, -0.76, -0.74, -0.46, 0.60, -1.09, -0.66, 0.27, -0.94, -0.64, -0.39, -0.92, -1.39, 0.36, 0.30, 0.38, 0.66, 1.02, 0.13, 0.27, 0.40, 0.69, 0.37, 0.55, 0.24, 0.20, 0.52, 0.15, 1.05, 0.30]}

- What is the formula in the first record?
  C13H17ClMnO6S4